Record 1
The following is a DFT calculation (ωB97M-V/def2-TZVPD) of C29H34CsN7SSeSi as an isolated structure at a distorted geometry.

XYZ file:
```
74
Properties=species:S:1:pos:R:3:forces:R:3
Cs 1.375 1.102 -0.084 0.29 0.14 0.12
C 6.692 0.274 2.659 -0.96 -0.52 -0.25
Si 6.312 1.573 3.944 -0.11 1.38 -0.33
C 7.322 3.213 3.688 1.57 -0.33 0.17
C 6.746 0.890 5.650 -0.93 1.26 -0.80
C 4.419 1.889 4.134 2.47 0.07 0.35
C 3.931 1.874 5.429 -1.81 -0.29 -0.69
C 2.531 2.039 5.540 -0.32 0.41 -0.40
C 1.790 2.209 4.377 1.51 -0.76 -0.57
N 2.302 2.229 3.115 -0.45 0.49 0.38
C 3.634 2.206 3.007 0.41 0.41 -0.38
S 4.522 2.711 1.509 -1.27 -0.84 0.75
H 7.137 0.573 1.714 0.02 0.36 0.09
H 5.726 -0.212 2.398 0.51 0.19 0.12
H 7.316 -0.488 3.100 0.33 -0.39 0.18
H 7.748 3.515 2.701 -0.69 -0.79 0.36
H 8.245 3.249 4.349 -1.04 -0.26 -0.38
H 6.729 4.060 3.973 -0.52 0.44 0.32
H 7.725 0.554 5.665 2.17 -0.61 0.10
H 6.127 0.071 5.895 -0.84 -1.07 0.26
H 6.615 1.639 6.416 0.11 0.33 0.29
H 4.554 1.663 6.294 -0.20 0.13 -0.22
H 1.935 2.046 6.447 0.50 -0.03 0.23
H 0.731 2.259 4.449 -0.82 0.11 -0.05
C -1.075 -0.047 -6.357 -0.46 -1.21 -0.25
C -0.195 0.614 -5.388 0.20 -0.75 1.78
C 0.587 1.699 -5.547 0.84 1.37 -0.73
C 1.254 1.930 -4.331 0.36 0.34 1.30
N 0.907 1.026 -3.433 -0.71 -1.06 -0.60
N 0.034 0.196 -4.100 -0.03 0.58 -0.20
C 2.177 3.033 -3.847 0.20 -0.25 -0.73
H -1.281 0.641 -7.172 0.09 -0.14 -0.20
H -2.050 -0.357 -5.944 0.37 0.20 0.05
H -0.591 -0.976 -6.729 -0.32 0.57 -0.07
H 0.710 2.244 -6.464 -0.06 0.21 -0.08
H -0.333 -0.626 -3.638 0.12 0.11 0.07
H 1.621 3.897 -3.482 -0.05 -0.13 0.20
H 2.791 3.407 -4.669 0.01 -0.06 -0.03
H 2.878 2.664 -3.078 -0.50 0.14 -0.23
N -1.651 0.443 -0.466 -1.76 -0.29 -0.45
C -2.783 0.252 -0.653 1.57 0.13 0.50
C -4.197 -0.024 -0.726 0.34 -0.20 -1.00
C -4.922 0.248 -1.912 -0.72 -0.76 1.22
C -6.293 0.011 -1.875 0.24 -0.14 0.66
C -6.924 -0.536 -0.727 1.16 0.43 -0.07
C -6.179 -0.868 0.415 0.68 0.55 -0.34
C -4.783 -0.623 0.378 -0.99 -0.02 1.06
H -4.471 0.555 -2.840 0.32 0.41 0.11
H -6.863 0.328 -2.739 -0.24 -0.31 0.05
H -7.983 -0.652 -0.749 -0.58 -0.13 0.10
H -6.616 -1.218 1.373 0.16 0.08 -1.04
H -4.189 -0.847 1.284 -0.28 0.22 -0.74
N 2.013 4.368 0.514 -1.14 0.40 -0.63
C 1.036 4.908 0.169 0.54 -0.28 0.20
H 2.831 3.780 0.738 0.71 -0.02 0.54
C -2.860 -3.219 -3.124 1.78 0.82 -2.13
N -2.693 -3.310 -1.746 -0.54 -0.27 1.61
C -1.527 -3.330 -1.071 0.59 0.67 -1.08
Se 0.126 -3.022 -1.756 0.36 0.13 -0.06
N -1.824 -3.577 0.199 1.24 -0.39 2.63
C -3.166 -3.809 0.381 -0.68 -0.07 -0.56
C -3.932 -4.298 1.404 -0.99 -0.58 0.52
C -5.316 -4.451 1.139 -0.65 0.16 -0.57
C -5.937 -4.104 -0.091 3.19 0.47 -0.53
C -5.076 -3.659 -1.170 -1.21 -0.97 2.81
C -3.740 -3.582 -0.873 0.04 0.13 -0.49
H -1.813 -3.352 -3.563 -1.54 0.33 0.22
H -3.306 -2.263 -3.416 0.32 0.16 -0.02
H -3.523 -3.960 -3.504 -0.40 -0.92 -0.15
H -1.109 -3.562 0.949 -0.77 -0.13 -1.05
H -3.501 -4.674 2.343 -0.26 0.44 -0.41
H -5.971 -4.879 1.897 0.33 0.15 0.03
H -6.986 -4.180 -0.267 -0.47 -0.14 0.15
H -5.471 -3.375 -2.104 -0.35 0.15 -1.01
```
Forces are in eV/Å.

Its energy above the lowest of the compared OMol25 structures with the same formula, charge and spin is 25.0 kcal/mol. The total energy comes out at -4618.02005 Eh. The value obtained for the HOMO-LUMO gap is 6.0 eV.


Record 2
The following is a DFT calculation (ωB97M-V/def2-TZVPD) of C24H17AsN2PtS4 as an isolated structure at a distorted geometry.

XYZ file:
```
49
Properties=species:S:1:pos:R:3:forces:R:3
Pt 0.751 -0.348 -1.476 -0.27 0.62 0.57
S -0.009 -0.009 -3.847 -0.21 -0.16 -0.54
S 1.334 0.907 -4.798 0.80 0.35 0.67
S 3.087 1.148 -3.599 -0.64 0.01 -1.08
S 3.021 0.184 -1.946 -0.24 -0.23 0.52
N 1.244 -7.700 -1.510 -0.01 0.08 0.00
C 1.173 -6.555 -1.554 0.00 0.13 -0.04
C 1.086 -5.117 -1.607 0.05 -0.32 0.03
C 2.211 -4.351 -1.888 0.07 -0.03 -0.04
C 2.093 -2.980 -1.910 -0.29 -0.02 0.06
N 0.924 -2.357 -1.664 0.37 -0.63 -0.35
C -0.171 -3.103 -1.417 0.13 0.02 -0.09
C -0.125 -4.478 -1.378 -0.16 0.01 0.02
H 3.166 -4.815 -2.088 0.01 0.00 0.01
H 2.944 -2.356 -2.129 0.05 0.01 0.01
H -1.094 -2.568 -1.262 -0.05 0.01 0.03
H -1.026 -5.040 -1.178 0.02 0.00 0.01
C -4.572 3.092 1.877 0.02 -0.02 -0.01
C -3.824 2.242 2.678 0.01 -0.01 -0.04
C -2.852 1.424 2.113 -0.05 0.16 0.02
C -2.645 1.489 0.742 -0.38 0.03 -0.15
C -3.404 2.319 -0.078 -0.07 0.01 0.11
C -4.362 3.134 0.504 -0.02 0.03 -0.02
As -1.300 0.380 -0.060 0.58 -0.14 0.25
C 0.146 1.605 -0.550 0.41 0.08 -0.25
C 0.152 2.604 -1.569 -0.17 -0.27 0.20
C 1.146 3.545 -1.592 0.22 0.09 0.12
C 2.142 3.525 -0.598 -0.03 0.10 -0.12
C 2.167 2.575 0.406 -0.02 -0.03 -0.01
C 1.168 1.609 0.454 -0.19 0.11 0.09
C 1.013 0.578 1.491 0.17 0.19 0.01
C 1.958 0.288 2.471 0.02 -0.03 0.01
C 1.704 -0.723 3.386 0.00 0.01 -0.02
C 0.518 -1.445 3.322 -0.05 -0.01 0.00
C -0.434 -1.165 2.343 0.09 -0.04 0.07
C -0.186 -0.146 1.442 -0.13 -0.02 -0.01
H -5.331 3.722 2.323 0.01 0.01 0.00
H -3.996 2.212 3.746 0.01 -0.02 -0.01
H -2.267 0.771 2.745 0.01 -0.02 0.00
H -3.263 2.339 -1.152 0.02 -0.02 -0.01
H -4.954 3.795 -0.116 0.01 -0.01 0.00
H -0.637 2.624 -2.311 -0.02 -0.03 0.01
H 1.155 4.314 -2.353 0.02 0.00 0.01
H 2.911 4.289 -0.614 -0.02 -0.01 -0.01
H 2.947 2.604 1.155 -0.02 0.00 -0.01
H 2.886 0.843 2.529 -0.03 -0.01 0.00
H 2.433 -0.949 4.153 -0.02 0.00 -0.01
H 0.327 -2.226 4.047 0.00 0.01 -0.02
H -1.356 -1.732 2.315 -0.01 0.00 -0.01
```
Forces are in eV/Å.

Its energy above the lowest of the compared OMol25 structures with the same formula, charge and spin is 58.3 kcal/mol. The charge is +2. The total energy comes out at -4981.50176 Eh. The value obtained for the HOMO-LUMO gap (spin up / spin down) is 5.1 / 5.1 eV.


Record 3
The following is a DFT calculation (ωB97M-V/def2-TZVPD) of a 12-piece molecular cluster, C41H90F14N12O29S14 overall at a distorted geometry.

XYZ file:
```
200
Properties=species:S:1:pos:R:3:forces:R:3
C 1.338 4.951 1.877 -0.24 0.74 -0.39
C 1.682 5.344 3.318 2.41 0.46 0.85
C 3.152 5.807 3.400 1.75 -0.94 -1.19
C 3.576 7.046 2.618 -1.33 0.26 0.57
C 2.759 8.207 3.189 0.04 -0.57 -1.28
C 1.200 7.984 3.220 3.15 1.75 0.51
N 0.928 6.612 3.785 -2.23 -1.49 -2.20
O -0.115 6.406 4.301 0.22 0.64 0.86
C 0.570 8.089 1.827 -0.70 -1.42 -0.03
C 0.729 9.083 4.157 -1.99 -0.22 0.41
C 1.535 4.215 4.329 -1.02 -0.28 -0.40
H 0.274 4.874 1.653 -0.08 0.26 0.20
H 1.776 3.998 1.577 0.24 -0.10 0.73
H 1.805 5.665 1.203 -0.34 -0.05 -0.17
H 3.720 4.991 2.942 -0.01 -0.20 0.25
H 3.571 5.888 4.406 -0.58 -0.05 0.30
H 3.404 6.903 1.552 0.17 0.15 -0.02
H 4.624 7.289 2.782 0.07 -0.40 -0.19
H 2.927 9.056 2.525 -0.17 0.32 0.33
H 3.171 8.418 4.177 -0.35 0.19 0.14
H 1.003 7.448 1.061 0.26 0.03 0.16
H 0.571 9.088 1.396 -0.05 0.18 0.53
H -0.440 7.690 1.956 -0.32 0.50 -0.40
H -0.364 9.107 4.189 -0.05 -0.08 0.06
H 0.996 10.080 3.812 0.44 -0.26 -0.28
H 1.058 8.968 5.190 0.26 -0.14 -0.09
H 0.561 3.725 4.298 -0.29 0.44 0.24
H 1.792 4.545 5.334 -0.04 -0.14 0.04
H 2.173 3.390 4.014 0.48 0.31 0.04
C 6.101 -5.995 2.138 -0.75 -0.03 -0.45
C 5.421 -4.888 1.336 -0.91 0.82 0.09
C 5.828 -3.471 1.712 0.63 0.27 0.00
N 5.152 -2.284 1.057 -0.05 0.08 -2.16
C 3.676 -2.233 1.306 0.47 0.15 2.39
C 5.319 -2.297 -0.444 -1.24 1.33 -0.89
C 6.514 -1.471 -0.836 1.98 0.21 0.05
C 7.058 -0.888 0.488 -0.40 -0.24 -0.36
C 5.833 -0.945 1.400 0.69 -0.68 0.00
H 5.877 -5.916 3.200 0.30 0.03 0.05
H 7.160 -6.128 1.924 0.05 0.21 0.19
H 5.571 -6.870 1.756 0.33 -0.37 0.32
H 4.349 -4.957 1.537 -0.07 -0.33 -0.42
H 5.647 -5.050 0.282 -0.35 -0.02 -0.06
H 6.869 -3.458 1.382 0.19 0.77 0.57
H 5.685 -3.279 2.775 0.39 -0.20 0.10
H 3.158 -1.368 0.901 0.48 -0.04 -0.53
H 3.691 -2.068 2.387 -0.82 -0.35 0.13
H 3.166 -3.153 1.041 0.18 0.04 -0.08
H 4.526 -1.623 -0.770 -0.50 -0.65 -0.04
H 5.123 -3.266 -0.894 0.28 -0.06 0.17
H 6.302 -0.597 -1.449 -0.73 -0.33 -0.20
H 7.287 -2.000 -1.395 0.00 -0.23 0.20
H 7.340 0.149 0.325 0.20 -0.05 0.30
H 7.910 -1.471 0.836 -0.05 0.14 0.31
H 5.158 -0.143 1.104 -0.19 -0.08 0.26
H 6.091 -0.920 2.457 -0.34 0.05 0.06
C -2.045 -3.300 -9.631 -1.05 -1.70 -0.83
C -2.159 -2.853 -8.183 0.93 1.34 -0.27
C -3.071 -3.650 -7.261 -0.21 -0.82 -0.84
N -2.954 -3.315 -5.793 -1.24 0.76 0.46
C -1.663 -3.803 -5.212 -0.37 0.08 -0.72
C -3.135 -1.805 -5.646 0.49 1.17 -0.60
C -3.503 -1.524 -4.213 1.85 -1.64 0.42
C -4.399 -2.695 -3.897 -2.42 0.32 -0.31
C -4.166 -3.785 -4.983 0.80 -0.18 0.59
H -1.777 -4.360 -9.686 0.51 0.06 0.05
H -1.412 -2.745 -10.320 0.49 0.28 0.73
H -2.978 -3.323 -10.207 -0.43 0.34 0.54
H -2.482 -1.810 -8.222 -0.27 -0.04 0.28
H -1.137 -2.755 -7.808 -0.01 -0.33 0.22
H -3.009 -4.737 -7.373 0.80 -0.05 0.21
H -4.080 -3.514 -7.659 -0.27 0.61 0.77
H -1.556 -3.565 -4.160 -0.10 0.42 -0.02
H -0.920 -3.310 -5.832 0.51 -0.31 0.46
H -1.659 -4.888 -5.302 0.18 0.04 -0.24
H -2.224 -1.307 -5.973 -0.07 0.06 0.07
H -3.944 -1.532 -6.325 0.03 -0.03 -0.07
H -2.594 -1.760 -3.648 0.19 0.67 0.10
H -3.790 -0.522 -3.911 -0.30 -0.01 -0.50
H -4.366 -2.970 -2.843 0.48 -0.62 -0.21
H -5.440 -2.371 -3.999 -0.05 -0.06 -0.13
H -3.971 -4.744 -4.503 0.22 -0.13 -0.37
H -4.922 -3.922 -5.752 -0.47 0.24 0.48
C -3.385 -1.163 0.563 -0.10 1.17 0.07
C -2.202 -0.203 0.731 0.34 -1.22 0.35
C -1.619 0.330 -0.562 -0.10 -0.54 0.52
N -0.381 1.168 -0.301 0.64 0.71 0.84
C -0.707 2.291 0.675 0.95 0.14 -0.08
C 0.288 1.603 -1.585 -0.65 1.01 -0.11
C 1.726 2.026 -1.302 -0.16 -1.03 0.60
C 2.142 1.080 -0.167 -1.13 -0.45 1.58
C 0.799 0.462 0.387 -0.19 -1.96 -1.22
H -4.270 -0.521 0.572 -0.28 -0.34 -0.67
H -3.498 -1.696 1.504 0.16 -0.50 -0.32
H -3.285 -1.780 -0.334 -0.25 -0.23 0.12
H -1.395 -0.805 1.161 0.00 0.35 0.55
H -2.607 0.516 1.441 0.67 0.39 -0.07
H -2.413 0.838 -1.112 0.58 0.78 -0.18
H -1.266 -0.522 -1.147 -0.01 0.04 -0.14
H 0.252 2.782 0.841 -0.13 0.15 -0.12
H -0.961 1.820 1.621 -0.30 0.07 -0.12
H -1.443 3.024 0.364 -0.29 -0.31 -0.41
H -0.313 2.414 -1.990 -0.11 -0.10 -0.37
H 0.316 0.741 -2.252 -0.39 -0.05 0.04
H 1.829 3.074 -1.032 0.10 0.03 -0.36
H 2.309 1.681 -2.152 0.13 0.96 -0.26
H 2.680 1.492 0.688 0.10 0.55 -0.30
H 2.777 0.280 -0.550 -0.17 -0.11 -0.06
H 0.627 0.294 1.448 0.11 0.91 0.14
H 0.740 -0.572 0.030 -0.01 0.03 -0.29
C -3.669 -9.897 2.151 0.64 -0.33 0.58
C -2.628 -9.060 1.400 -0.79 0.54 -0.72
C -2.134 -7.842 2.204 0.57 -0.58 -0.52
N -1.730 -6.632 1.358 -1.65 -1.07 1.16
C -0.635 -6.915 0.362 -1.20 0.89 0.68
C -1.377 -5.426 2.275 0.39 0.50 -1.18
C -2.008 -4.185 1.588 -0.58 0.08 0.94
C -2.691 -4.726 0.352 -0.99 1.10 -0.27
C -3.019 -6.158 0.659 1.41 0.38 -0.88
H -3.250 -10.306 3.074 0.00 -0.03 0.03
H -4.003 -10.750 1.561 0.05 0.07 -0.12
H -4.549 -9.327 2.445 0.06 0.20 -0.19
H -3.150 -8.767 0.485 0.16 0.37 -0.02
H -1.766 -9.623 1.040 -0.06 -0.31 0.29
H -1.266 -8.218 2.747 0.13 0.57 0.25
H -2.887 -7.505 2.912 0.03 0.13 -0.05
H -0.989 -7.638 -0.369 0.08 -0.05 0.06
H 0.242 -7.248 0.909 0.09 0.11 -0.15
H -0.538 -5.926 -0.080 0.83 -0.29 -0.42
H -0.292 -5.342 2.273 0.00 -0.21 0.43
H -1.809 -5.608 3.254 0.26 -0.08 0.04
H -1.387 -3.307 1.420 0.60 -0.50 -0.20
H -2.756 -3.766 2.266 -0.13 -0.24 0.06
H -2.106 -4.564 -0.553 0.12 -0.33 0.01
H -3.623 -4.181 0.190 0.04 0.06 -0.08
H -3.158 -6.695 -0.278 -0.14 -0.43 0.30
H -3.859 -6.264 1.340 0.11 -0.08 0.07
N -2.053 7.256 -0.845 1.97 -2.75 -0.89
S -1.295 8.360 -1.622 -1.95 5.89 -0.22
O -1.900 8.786 -2.847 0.59 -0.40 -0.16
O 0.130 8.466 -1.495 -0.07 -0.20 0.23
F -1.911 9.504 -0.626 0.83 0.35 0.10
S -1.204 6.048 -1.546 -1.35 -4.82 0.40
O 0.025 5.641 -0.909 -0.17 0.58 0.40
O -1.235 5.977 -2.972 0.35 1.10 0.46
F -2.185 4.852 -1.131 0.24 0.70 0.29
N 7.469 4.034 0.177 -2.44 -1.90 2.41
S 6.393 3.191 1.169 1.64 -1.94 0.11
O 5.481 2.350 0.445 0.23 -0.03 0.18
O 5.903 3.837 2.344 0.27 -0.04 -0.24
F 7.477 2.139 1.729 -0.03 0.25 -0.08
S 6.412 5.129 -0.206 0.37 5.24 -2.64
O 6.117 6.122 0.793 -0.22 -0.76 0.23
O 5.366 4.772 -1.108 -0.01 -0.57 0.35
F 7.407 5.991 -1.131 0.15 -0.50 -0.16
N 1.481 -1.274 4.417 0.03 -3.63 -1.77
S 0.718 -2.455 3.535 1.21 -0.66 -0.11
O 0.617 -2.198 2.129 0.53 0.02 0.24
O -0.394 -3.107 4.146 -0.06 0.15 0.22
F 1.862 -3.590 3.630 0.15 0.48 0.00
S 0.289 -0.345 4.671 -3.18 6.52 1.56
O -0.517 -0.502 5.835 0.81 -1.04 0.11
O -0.418 0.141 3.518 0.35 -1.18 -0.54
F 1.120 1.017 5.015 0.50 -0.90 0.19
N -4.755 5.082 1.512 2.43 0.22 2.56
S -3.743 4.954 2.821 0.06 2.32 1.34
O -2.488 4.283 2.622 0.03 0.30 -0.60
O -4.354 4.725 4.091 -0.27 0.21 -0.45
F -3.380 6.521 2.876 0.16 -0.35 -0.19
S -4.848 3.566 1.237 -3.69 -4.66 -4.15
O -5.469 2.725 2.220 0.92 0.70 0.45
O -3.871 2.926 0.385 0.57 0.63 0.77
F -6.068 3.664 0.159 0.22 0.54 0.19
N -5.446 -0.750 5.448 1.13 -0.46 -3.59
S -4.913 -0.501 3.858 2.38 0.66 0.06
O -3.734 0.303 3.798 -0.16 -0.26 0.67
O -5.828 -0.303 2.783 -0.82 -0.53 0.64
F -4.333 -1.957 3.554 -0.05 -0.93 0.42
S -6.791 0.008 5.336 -4.95 2.44 2.37
O -7.977 -0.599 4.776 1.13 -0.71 -0.28
O -6.707 1.424 5.145 0.66 -0.18 -0.40
F -7.194 -0.063 6.904 0.57 -0.43 0.24
N 2.205 -2.290 -1.455 -3.36 -2.34 1.19
S 2.306 -2.168 -2.982 3.97 3.23 -4.95
O 1.159 -1.777 -3.752 -0.53 -0.79 0.79
O 3.259 -3.044 -3.607 -0.66 -0.34 0.45
F 3.171 -0.783 -2.993 -0.45 -0.50 0.48
S 0.932 -3.388 -1.428 0.63 -0.92 3.64
O 1.111 -4.570 -2.223 -0.49 0.78 -0.66
O -0.367 -2.856 -1.148 0.33 0.15 -1.03
F 1.276 -4.023 0.017 0.30 0.29 0.01
N -3.504 2.935 -5.715 3.23 -2.25 -0.49
S -2.683 3.967 -4.879 -1.19 6.59 2.73
O -1.867 4.873 -5.629 0.22 -0.86 -0.37
O -2.231 3.605 -3.572 0.19 -1.49 -0.58
F -3.934 4.921 -4.528 -0.01 -0.61 -0.20
S -2.168 1.927 -5.942 -3.02 -2.40 -1.66
O -2.048 0.912 -4.933 0.46 0.21 0.32
O -0.995 2.330 -6.643 -0.31 0.30 0.31
F -3.015 1.085 -7.058 0.37 -0.33 -0.46
```
Forces are in eV/Å.

Its energy above the lowest of the compared OMol25 structures with the same formula, charge and spin is 0.0 kcal/mol. The charge is -2. The total energy comes out at -11427.62537 Eh. The value obtained for the HOMO-LUMO gap is 5.2 eV.


The lowest total energy belongs to which entry?
C41H90F14N12O29S14